Molecular formula: C3H5Br2Cl
Method: DFT, ωB97M-V/def2-TZVPD

XYZ file:
```
11
Properties=species:S:1:pos:R:3:lowdin_charge:R:1
C 0.745 -1.129 0.134 -0.14
C -0.130 -0.118 -0.650 -0.43
C -0.447 1.102 0.141 -1.41
Cl -1.684 0.489 1.806 0.25
Br -1.481 2.441 -0.810 0.64
Br 1.039 1.952 0.948 0.70
H 0.906 -2.079 -0.421 0.08
H 0.134 -1.376 0.927 0.00
H 1.802 -0.743 0.448 0.09
H -1.057 -0.728 -0.872 0.13
H 0.174 0.189 -1.651 0.10
```

The calculation puts the orbital gap at 0.3584 Ha. For the max |F|, the calculation gives 0.0680 Eh/bohr. The total energy is -155798.370 eV. The value obtained for the energy above the lowest of the compared OMol25 structures with the same formula, charge and spin is 110.52 kJ/mol.